[1]
DFT (the ωB97M-V functional and the def2-TZVPD basis) results for one molecule with the formula C5H3N at a distorted geometry.

The geometry in XYZ format:
```
9
C5H3N | the OMol25 dataset | the ωB97M-V functional and the def2-TZVPD basis
C 0.70 0.07 -0.92
C 1.17 0.77 0.15
C -0.95 -0.24 0.69
C -0.49 -0.74 -0.59
C 1.07 1.53 1.10
N -1.09 0.51 1.56
H -1.13 -0.73 -1.40
H 0.12 -1.81 -0.64
H 1.44 2.26 1.72
```

* F_max: 3.9 eV/Å
* energy above the lowest of the compared OMol25 structures with the same formula, charge and spin: 4.095 eV
* total charge: 0
* orbital gap: 7.7 eV
* E_tot: -246.83152 hartree

---

[2]
DFT (the ωB97M-V functional and the def2-TZVPD basis) results for one molecule with the formula C5H3N at a distorted geometry.

The geometry in XYZ format:
```
9
C5H3N | the OMol25 dataset | the ωB97M-V functional and the def2-TZVPD basis
C -0.70 -0.46 0.36
N 0.21 -1.41 0.31
C 1.34 -0.77 -0.10
C 1.28 0.68 -0.01
C 0.52 0.29 -1.17
C -0.17 0.84 0.18
H -1.71 -0.68 0.17
H 2.21 -1.34 -0.37
H -0.69 1.78 0.19
```

* F_max: 2.6 eV/Å
* SMILES: C1=N[C@H]2C3=C2[C@H]13
* energy above the lowest of the compared OMol25 structures with the same formula, charge and spin: 3.467 eV
* total charge: 0
* orbital gap: 9.8 eV
* E_tot: -246.85461 hartree

---

[3]
DFT (the ωB97M-V functional and the def2-TZVPD basis) results for one molecule with the formula C5H3N at a distorted geometry.

The geometry in XYZ format:
```
9
C5H3N | the OMol25 dataset | the ωB97M-V functional and the def2-TZVPD basis
C 0.66 1.30 -0.01
C -0.15 -0.68 -1.32
C -0.59 1.29 -0.62
C 1.67 0.16 -0.11
C 0.01 -0.17 0.13
N 1.08 -0.84 -0.79
H 0.94 2.00 0.76
H -0.82 -1.47 -1.58
H -0.33 -0.63 1.04
```

* F_max: 4.0 eV/Å
* energy above the lowest of the compared OMol25 structures with the same formula, charge and spin: 7.648 eV
* total charge: 0
* orbital gap: 9.4 eV
* E_tot: -246.70098 hartree

---

[4]
DFT (the ωB97M-V functional and the def2-TZVPD basis) results for one molecule with the formula C5H3N3 at a distorted geometry.

The geometry in XYZ format:
```
11
C5H3N3 | the OMol25 dataset | the ωB97M-V functional and the def2-TZVPD basis
H 0.82 -0.56 -3.10
N 1.26 -0.07 -2.48
C 0.51 -0.05 -1.45
C -0.69 -0.83 -1.16
N -1.23 -0.39 -0.07
C -0.19 0.29 0.58
C -0.26 0.44 2.05
C -0.33 0.26 3.31
N 0.86 0.60 -0.21
H -1.28 -1.66 -1.78
H -0.07 0.53 4.26
```

* F_max: 8.2 eV/Å
* SMILES: [H]/N=C1\C=NC(C#C)=N1
* energy above the lowest of the compared OMol25 structures with the same formula, charge and spin: 3.921 eV
* total charge: 0
* orbital gap: 8.3 eV
* E_tot: -356.42798 hartree

---

[5]
DFT (the ωB97M-V functional and the def2-TZVPD basis) results for a 2-piece molecular cluster, C5H3N5O2S overall at a distorted geometry.

The geometry in XYZ format:
```
16
C5H3N5O2S | the OMol25 dataset | the ωB97M-V functional and the def2-TZVPD basis
C -2.31 -0.55 -0.79
C -2.71 0.41 0.06
C -0.35 0.45 -0.64
C 1.05 -2.20 3.05
C 1.07 0.82 -0.86
N -1.01 -0.53 -1.16
N 0.50 -1.53 2.26
N 1.92 2.33 0.87
N 1.61 1.55 0.11
N 1.96 0.58 -1.92
O 3.14 0.72 -1.70
O 1.48 0.17 -2.94
S -1.34 1.52 0.42
H -2.86 -1.48 -1.12
H -3.72 0.51 0.54
H 1.56 -2.76 3.85
```

* F_max: 2.8 eV/Å
* total charge: 0
* orbital gap: 8.4 eV
* E_tot: -1014.57858 hartree

---

[6]
DFT (the ωB97M-V functional and the def2-TZVPD basis) results for one molecule with the formula C5H3NO at a distorted geometry.

The geometry in XYZ format:
```
10
C5H3NO | the OMol25 dataset | the ωB97M-V functional and the def2-TZVPD basis
N 2.03 0.74 -2.54
C 1.42 0.32 -1.65
C 0.57 -0.08 -0.59
C -0.79 -0.05 -0.54
C -1.13 -0.12 0.83
C 0.04 -0.33 1.51
O 1.09 -0.30 0.65
H -1.49 0.03 -1.36
H -2.04 0.33 1.15
H 0.30 -0.54 2.54
```

* F_max: 1.2 eV/Å
* SMILES: N#Cc1ccco1
* energy above the lowest of the compared OMol25 structures with the same formula, charge and spin: 0.488 eV
* total charge: 0
* orbital gap: 10.0 eV
* E_tot: -322.27384 hartree

---

orbital gap of number 1 (C5H3N)? 7.7 eV